Record 1
# C5H7N

C5H7N in the gas phase (ωB97M-V/def2-TZVPD, the OMol25 dataset).

```
! RIJCOSX wB97M-V def2-TZVPD def2/J DEFGRID3
* xyz 0 1
C -0.44580 -0.79049 1.75771
C -0.12396 0.01305 0.47669
C -0.59821 1.23602 0.91991
N 0.27589 1.46217 -1.96739
C 0.44635 0.19542 -1.90360
C 0.30598 -0.55509 -0.66912
H 0.37420 -1.49200 1.90859
H -0.53038 -0.18527 2.67137
H -1.38888 -1.32465 1.62928
H 0.12399 1.74757 1.57657
H 0.36095 1.77089 -2.93757
H 0.68560 -0.42348 -2.78101
H 0.50792 -1.61848 -0.67280
*
```

## Properties
Largest force on an atom ... 0.4 eV/Å
E_HOMO ... -8.152 eV
ΔE to the lowest compared entry with this formula, charge and spin ... 106.2 kcal/mol


Record 2
# C5H7N

A molecular structure, C5H7N in a non-equilibrium geometry (ωB97M-V/def2-TZVPD, the OMol25 dataset).

```
! RIJCOSX wB97M-V def2-TZVPD def2/J DEFGRID3
* xyz 0 1
C 0.59622 1.07848 -0.05504
C -0.02517 0.14825 -1.08507
C -1.33792 -0.28318 -0.53981
C -1.09172 -0.45006 0.76563
N 0.84768 -1.11777 -0.05865
C 0.36707 -0.07888 0.90758
H 0.12779 2.05003 0.14926
H 1.65762 1.20456 -0.29351
H 0.00659 0.39517 -2.16080
H -2.16789 -0.66464 -1.12480
H -1.63363 -1.03832 1.49209
H 1.87142 -1.22937 0.09790
H 0.79846 -0.03645 1.90916
*
```

## Properties
Largest force on an atom ... 1.2 eV/Å
E_HOMO ... -8.785 eV
ΔE to the lowest compared entry with this formula, charge and spin ... 88.4 kcal/mol


Record 3
# C5H7N

C5H7N in the gas phase in a non-equilibrium geometry (ωB97M-V/def2-TZVPD, the OMol25 dataset).

```
! RIJCOSX wB97M-V def2-TZVPD def2/J DEFGRID3
* xyz 0 1
C -0.61003 -0.64538 -1.61933
C -0.55765 0.43017 -0.51432
C -0.29070 1.77926 -0.84019
C -0.61604 -0.15687 0.82533
C 0.72399 -0.60091 1.20323
H -0.49788 -0.07582 -2.56847
H -1.57678 -1.29923 -1.54644
H 0.35228 -1.20100 -1.51578
H -0.16798 2.12465 -1.87968
H -0.20222 2.60163 -0.02364
H -1.16837 0.61598 1.58201
H -1.32880 -1.11975 0.71728
N 1.81319 -0.92629 1.55806
*
```

## Properties
Largest force on an atom ... 4.9 eV/Å
E_HOMO ... -9.719 eV
ΔE to the lowest compared entry with this formula, charge and spin ... 47.0 kcal/mol


Record 4
# C5H7N

2 unconnected molecules or ions with the total composition C5H7N in a non-equilibrium geometry (ωB97M-V/def2-TZVPD, the OMol25 dataset).

```
! RIJCOSX wB97M-V def2-TZVPD def2/J DEFGRID3
* xyz 0 1
C -0.98834 -2.84463 -0.06109
C 1.36204 -0.26337 -0.21596
C 0.03505 0.31455 0.51666
C 0.64802 -0.99466 0.89384
C -1.12896 0.43849 -0.40144
N -1.67470 -3.73724 -0.27690
H 1.06075 -1.28967 1.88546
H 1.46121 -0.28523 -1.28008
H 2.36672 0.12976 0.03991
H 0.07765 1.12819 1.08965
H -1.41614 -0.61828 -0.84250
H -0.87800 0.98923 -1.35171
H -1.90136 1.17682 -0.00867
*
```

## Properties
Largest force on an atom ... 5.3 eV/Å
E_HOMO (spin up / spin down) ... -10.142 / -10.145 eV
ΔE to the lowest compared entry with this formula, charge and spin ... 150.7 kcal/mol


Record 5
# C5H7N

A molecular structure, C5H7N in a non-equilibrium geometry (ωB97M-V/def2-TZVPD, the OMol25 dataset).

```
! RIJCOSX wB97M-V def2-TZVPD def2/J DEFGRID3
* xyz 0 1
C -0.43964 0.99637 1.35551
N -0.28034 0.52602 0.01111
C 0.70947 -1.46132 -0.60168
C 0.90424 -0.02085 -0.56610
C 0.17158 -0.38574 -1.83175
C -0.94861 0.18774 -1.09784
H -0.26833 2.07232 1.37390
H 0.32316 0.50121 1.97119
H -1.42176 0.75116 1.76169
H 1.58798 -2.07861 -0.39878
H -0.16855 -1.93085 -0.19445
H 1.85459 0.50409 -0.54566
H -2.02380 0.33844 -1.23713
*
```

## Properties
Largest force on an atom ... 1.5 eV/Å
E_HOMO (spin up / spin down) ... -7.672 / -7.672 eV
ΔE to the lowest compared entry with this formula, charge and spin ... 133.6 kcal/mol


Record 6
# C5H7N

C5H7N in the gas phase (ωB97M-V/def2-TZVPD, the OMol25 dataset).

```
! RIJCOSX wB97M-V def2-TZVPD def2/J DEFGRID3
* xyz 0 1
C 0.45237 -1.15701 0.06568
C 1.07435 -0.07806 -0.79196
C 0.61405 1.12790 -0.45434
C -0.56964 1.01682 0.45177
N -1.69592 0.19162 -0.00850
C -0.66854 -0.43265 0.80306
H 1.22610 -1.48058 0.77366
H 0.10200 -2.05125 -0.46431
H 1.86770 -0.26779 -1.50826
H 1.09605 2.06218 -0.71323
H -0.85494 1.83336 1.10823
H -1.58099 -0.06794 -0.98755
H -0.97541 -0.77865 1.78672
*
```

## Properties
Largest force on an atom ... 0.5 eV/Å
E_HOMO ... -8.934 eV
ΔE to the lowest compared entry with this formula, charge and spin ... 37.6 kcal/mol


Record 7
# C5H7N

C5H7N in the gas phase in a non-equilibrium geometry (ωB97M-V/def2-TZVPD, the OMol25 dataset).

```
! RIJCOSX wB97M-V def2-TZVPD def2/J DEFGRID3
* xyz 0 1
C -0.36635 0.90672 -2.19350
C -0.70775 -1.92609 -0.08250
C -0.74327 -0.63821 0.03051
C 0.53340 0.13067 -0.07430
C 0.65328 1.40487 0.75921
N 0.26285 0.63095 -1.28551
H -1.58063 -2.58779 -0.08913
H 0.25222 -2.39462 -0.16867
H -1.70521 -0.02297 0.36912
H 1.28545 -0.62525 -0.04682
H -0.32033 1.85413 1.04695
H 1.23509 2.07203 0.06682
H 1.20124 1.19555 1.66782
*
```

## Properties
Largest force on an atom ... 4.6 eV/Å
E_HOMO ... -10.163 eV
ΔE to the lowest compared entry with this formula, charge and spin ... 73.9 kcal/mol


Record 8
# C5H7N

A molecular structure, C5H7N in a non-equilibrium geometry (ωB97M-V/def2-TZVPD, the OMol25 dataset).

```
! RIJCOSX wB97M-V def2-TZVPD def2/J DEFGRID3
* xyz 0 1
C 1.21372 -0.28363 0.55152
C 0.68210 0.86961 -0.20480
C 0.41120 -0.73270 -0.60573
C -1.07797 -0.40455 -0.48054
N -1.64722 -0.40160 0.81772
C -0.82017 0.97097 -0.13037
H 2.27396 -0.44489 0.36888
H 0.92800 -0.41719 1.58774
H 1.32859 1.72881 -0.44901
H 0.77356 -1.46763 -1.32461
H -1.73572 -0.66153 -1.29534
H -0.96861 -0.64111 1.53672
H -1.36144 1.88546 -0.37218
*
```

## Properties
Largest force on an atom ... 2.4 eV/Å
E_HOMO ... -8.159 eV
ΔE to the lowest compared entry with this formula, charge and spin ... 113.5 kcal/mol


Record 9
# C5H7N

A molecular structure, C5H7N in a non-equilibrium geometry (ωB97M-V/def2-TZVPD, the OMol25 dataset).

```
! RIJCOSX wB97M-V def2-TZVPD def2/J DEFGRID3
* xyz 0 1
C 1.41271 -0.16848 -0.97433
C 0.83978 0.97795 -1.29425
C 0.28563 -0.81862 -0.19978
C 0.21729 -1.90328 0.60321
C -1.30564 0.95172 0.65521
N -0.71895 0.17127 -0.45251
H 2.44220 -0.30114 -1.17566
H 1.10282 1.90234 -1.69831
H -0.66137 -1.80830 1.31188
H 0.75429 -2.80444 0.69696
H -0.54336 1.44528 1.16339
H -1.77875 1.76674 0.01229
H -2.04665 0.58894 1.35189
*
```

## Properties
Largest force on an atom ... 5.3 eV/Å
E_HOMO ... -8.388 eV
ΔE to the lowest compared entry with this formula, charge and spin ... 119.7 kcal/mol


Record 10
# C5H7N

A molecular structure, C5H7N (ωB97M-V/def2-TZVPD, the OMol25 dataset).

```
! RIJCOSX wB97M-V def2-TZVPD def2/J DEFGRID3
* xyz 0 1
C 1.51940 -0.75581 -0.63775
C 1.49693 0.50167 -0.43384
C 0.72404 1.43609 0.20070
N -0.76812 0.42227 0.84492
C -0.72964 -0.88990 0.70249
C -1.57078 -0.17478 -0.25126
H 2.16547 -1.48751 -1.09949
H 1.06680 1.82908 1.15412
H 0.15758 2.14395 -0.40202
H -0.72734 -1.67681 1.44764
H 0.49690 -1.20444 -0.10650
H -2.65125 -0.07108 -0.15164
H -1.18000 -0.07273 -1.26738
*
```

## Properties
Largest force on an atom ... 0.4 eV/Å
E_HOMO ... -8.846 eV
ΔE to the lowest compared entry with this formula, charge and spin ... 131.8 kcal/mol


Record 11
# C5H7N

C5H7N in the gas phase (ωB97M-V/def2-TZVPD, the OMol25 dataset).

```
! RIJCOSX wB97M-V def2-TZVPD def2/J DEFGRID3
* xyz 0 1
N 1.77270 -0.77250 1.65155
C 1.10634 -0.36838 0.66617
C 0.95844 0.27032 -0.66042
C -0.38109 0.95929 -0.59306
C 0.27037 -1.04739 1.62942
C -1.47468 0.54605 -1.21350
H 0.94204 -0.53320 -1.41216
H 1.76853 0.96655 -0.89527
H -0.43215 1.76097 0.14491
H -0.37516 -0.45681 2.29375
H -0.09170 -2.04262 1.35928
H -1.46460 -0.31664 -1.87760
H -2.41165 1.08373 -1.10999
*
```

## Properties
Largest force on an atom ... 0.9 eV/Å
E_HOMO ... -9.707 eV
ΔE to the lowest compared entry with this formula, charge and spin ... 64.3 kcal/mol


Record 12
# C5H7N

A molecular structure, C5H7N in a non-equilibrium geometry (ωB97M-V/def2-TZVPD, the OMol25 dataset).

```
! RIJCOSX wB97M-V def2-TZVPD def2/J DEFGRID3
* xyz 0 1
C -0.81259 -0.10893 1.02953
C -0.37325 -0.83247 -0.26616
C -0.16324 1.04341 0.10559
C 1.22559 0.55610 0.21761
C 1.05956 -0.79096 -0.06335
H -1.82493 -0.05167 1.08858
H -0.44797 -0.81766 1.93305
H -0.91182 -1.81228 -0.47438
H -0.36679 0.43777 -1.92429
H -0.35690 2.04685 0.15302
H 2.34532 1.06003 0.00582
H 1.78125 -1.60527 -0.26173
N -0.83352 0.21990 -0.95134
*
```

## Properties
Largest force on an atom ... 8.3 eV/Å
E_HOMO ... -8.657 eV
ΔE to the lowest compared entry with this formula, charge and spin ... 112.5 kcal/mol